{
  "formula": "C26H80N2O13",
  "method": "wB97M-V/def2-TZVPD",
  "fmax_ev_per_a": 2.5,
  "e_above_lowest_kcal_mol": 0.0,
  "mol_weight_g_mol": 628.9,
  "total_charge": 0,
  "e_tot_ev": -57853.5586,
  "species": ["C", "C", "O", "H", "H", "H", "H", "H", "H", "C", "C", "O", "H", "H", "H", "H", "H", "H", "C", "C", "O", "H", "H", "H", "H", "H", "H", "C", "C", "O", "H", "H", "H", "H", "H", "H", "C", "C", "O", "H", "H", "H", "H", "H", "H", "C", "C", "O", "H", "H", "H", "H", "H", "H", "C", "C", "O", "H", "H", "H", "H", "H", "H", "C", "C", "O", "H", "H", "H", "H", "H", "H", "C", "C", "O", "H", "H", "H", "H", "H", "H", "C", "C", "C", "O", "C", "N", "H", "H", "H", "H", "H", "H", "H", "H", "H", "H", "H", "C", "C", "C", "O", "C", "N", "H", "H", "H", "H", "H", "H", "H", "H", "H", "H", "H", "O", "H", "H", "O", "H", "H"],
  "positions_angstrom": [[-2.965939, 2.390094, -3.720455], [-3.576964, 3.280237, -4.847274], [-4.848565, 3.747891, -4.572510], [-3.441199, 1.407316, -3.768367], [-3.406240, 2.788830, -2.785627], [-1.867898, 2.325523, -3.630305], [-3.572510, 2.694230, -5.756791], [-2.872373, 4.085961, -5.030758], [-4.823281, 4.362903, -3.829703], [0.988556, -2.490781, 4.595103], [2.197840, -2.083006, 5.396121], [2.346275, -0.689683, 5.155145], [1.199280, -2.242449, 3.543605], [0.165384, -1.862379, 4.961803], [0.724848, -3.538947, 4.657859], [3.137285, -2.493827, 5.051166], [2.090823, -2.234062, 6.493169], [1.462479, -0.292431, 5.270352], [-3.844387, 0.072980, 3.495487], [-3.730616, 1.400709, 4.169798], [-2.910970, 1.310823, 5.340317], [-2.858191, -0.205406, 3.124584], [-4.598168, -0.003543, 2.710740], [-4.105022, -0.685715, 4.236867], [-4.700417, 1.803788, 4.478005], [-3.318917, 2.148381, 3.486328], [-3.329261, 0.830942, 6.064013], [0.466055, -2.321884, -6.865254], [1.086984, -2.484469, -5.513117], [2.492329, -2.520770, -5.501673], [-0.602832, -2.525757, -6.741438], [0.879010, -3.008107, -7.604486], [0.563069, -1.279150, -7.204320], [0.730187, -3.425929, -5.055260], [0.750276, -1.663701, -4.841489], [2.872900, -1.925451, -6.139004], [4.225427, -2.368446, -1.924655], [3.691153, -1.776637, -0.633854], [4.689288, -1.816991, 0.437214], [4.431983, -3.432494, -1.864907], [5.115766, -1.883500, -2.335495], [3.458343, -2.354882, -2.701663], [2.764866, -2.260454, -0.287349], [3.444853, -0.722955, -0.750542], [4.333568, -1.241443, 1.113192], [2.266947, 4.487363, 0.637204], [0.954009, 4.431349, 1.357331], [0.977076, 5.200820, 2.581986], [2.409405, 5.495012, 0.220914], [2.353700, 3.719667, -0.144484], [3.084633, 4.305695, 1.338172], [0.677353, 3.407696, 1.626897], [0.104195, 4.855141, 0.803158], [1.859285, 5.020780, 2.905550], [1.962483, 2.847511, 5.082804], [3.087345, 3.804562, 5.408619], [3.549816, 4.357614, 4.132741], [1.090102, 3.328099, 4.669544], [1.647502, 2.299710, 5.988082], [2.301909, 2.051882, 4.391398], [3.880341, 3.265633, 5.932993], [2.686485, 4.615814, 6.009120], [4.250138, 4.993623, 4.317721], [1.148908, 3.981657, -4.079265], [2.483860, 3.711642, -3.507894], [2.893120, 4.971310, -2.878589], [1.226497, 4.492915, -5.052147], [0.489921, 4.512538, -3.379604], [0.674637, 3.030525, -4.327201], [3.280412, 3.397049, -4.180712], [2.482135, 2.981443, -2.695069], [2.707923, 5.699074, -3.482922], [-4.817555, -1.214776, -0.608376], [-6.160436, -1.655441, -0.021343], [-5.995382, -2.828884, 0.825682], [-3.995211, -1.173259, 0.126243], [-4.924684, -0.233417, -1.055680], [-4.509456, -1.943448, -1.367543], [-6.891488, -1.839539, -0.821950], [-6.547043, -0.830824, 0.567725], [-6.843886, -3.317239, 0.825360], [1.723037, -5.074028, -1.380256], [0.405275, -4.867275, -0.710568], [-0.770673, -4.664222, -1.632767], [-0.666761, -3.575544, -2.593463], [-1.809557, -3.608746, -3.397282], [0.159654, -5.993167, 0.212428], [2.502586, -5.510079, -0.779614], [2.137449, -4.116315, -1.699377], [1.629307, -5.644846, -2.301066], [0.489259, -3.954240, -0.101168], [-1.686669, -4.565520, -1.056266], [-0.834384, -5.560278, -2.290972], [-2.695060, -3.445999, -2.757569], [-1.950272, -4.545878, -3.933081], [-1.811551, -2.803165, -4.165470], [-0.615895, -5.855912, 0.853802], [0.021491, -6.785630, -0.386204], [-0.100779, 1.726120, -1.323552], [0.104862, 0.241475, -1.042874], [-0.362152, -0.135468, 0.386693], [0.475627, 0.532572, 1.326228], [-0.133376, 0.569984, 2.619339], [-0.744598, -0.522441, -1.966595], [0.438165, 2.285977, -0.542873], [-1.140288, 2.064389, -1.208610], [0.271125, 2.024656, -2.303723], [1.200444, 0.040955, -1.156667], [-0.490385, -1.219306, 0.590809], [-1.360910, 0.320914, 0.485841], [-0.398926, -0.452375, 2.965018], [-1.030871, 1.234009, 2.612411], [0.613916, 1.040733, 3.270118], [-0.410304, -1.475350, -2.137174], [-0.737546, -0.064244, -2.881924], [3.085519, -0.505510, 2.366469], [2.970723, -0.459509, 3.301193], [2.220207, -0.277021, 1.987020], [-0.255469, 0.564484, 6.120435], [-0.147699, 1.094495, 6.925176], [-1.074591, 0.896652, 5.705098]],
  "forces_ev_per_angstrom": [[-1.54, 0.37, 0.48], [2.35, -0.72, 0.45], [-0.99, 0.09, 0.12], [0.44, -0.20, -0.13], [0.67, 0.01, -0.08], [-0.59, 0.13, -0.32], [-0.51, -0.03, -0.32], [0.07, 0.48, -0.08], [0.11, -0.14, -0.13], [0.03, -0.03, -0.23], [-0.08, 0.60, 0.44], [-0.08, 0.88, 0.13], [-0.19, -0.13, 0.26], [-0.10, -0.35, -0.21], [-0.08, -0.23, 0.13], [0.06, -0.54, 0.01], [0.00, -0.25, -0.62], [0.36, 0.11, 0.16], [0.15, -0.88, 0.19], [-0.80, 0.47, 0.44], [0.78, 0.39, -0.14], [-0.11, -0.11, -0.28], [0.15, 0.30, -0.10], [-0.10, -0.04, 0.02], [-0.10, -0.14, -0.11], [0.37, -0.05, 0.36], [-0.33, -0.01, -0.40], [-0.47, 0.50, -0.15], [-0.32, 0.02, 0.98], [0.40, -0.69, 0.39], [0.04, 0.05, -0.29], [0.01, 0.01, 0.03], [0.04, -0.34, -0.16], [0.37, 0.37, -0.10], [-0.04, -0.36, -0.26], [-0.04, 0.43, -0.37], [-0.33, -0.30, -0.30], [0.99, 0.30, 1.08], [-0.49, -0.61, -1.65], [0.30, -0.18, 0.50], [-0.14, 0.15, 0.36], [-0.14, 0.42, -0.04], [0.18, -0.23, -0.20], [-0.14, 0.21, -0.42], [-0.19, 0.20, 0.67], [0.31, 0.33, -0.37], [-1.14, 0.20, 0.90], [0.06, -0.24, -0.82], [0.08, -0.41, -0.11], [-0.12, 0.37, 0.05], [-0.02, -0.09, 0.07], [0.09, -0.20, -0.17], [0.37, -0.18, -0.22], [0.45, 0.13, 0.78], [0.32, -1.20, 0.34], [-0.40, 0.06, -1.22], [-0.08, -0.28, 0.85], [-0.20, 0.34, -0.22], [0.16, 0.37, -0.25], [-0.02, 0.50, 0.19], [0.13, 0.24, -0.10], [0.18, 0.15, 0.31], [-0.06, -0.07, -0.04], [-1.00, -0.98, -1.31], [1.07, 1.73, 1.52], [0.42, -0.66, 0.07], [-0.08, 0.23, 0.45], [0.34, -0.07, -0.20], [-0.28, -0.09, -0.05], [-0.28, -0.04, -0.47], [-0.22, 0.12, 0.02], [0.03, -0.22, -0.06], [0.03, -0.96, 0.14], [0.46, -0.20, 0.32], [-0.75, 0.28, -0.73], [-0.53, 0.01, -0.04], [0.02, 0.14, -0.19], [0.05, 0.28, 0.00], [0.26, -0.11, 0.12], [-0.25, 0.12, 0.35], [0.77, 0.46, 0.04], [0.61, 0.74, -1.37], [-0.02, 0.83, 1.68], [0.23, -0.46, -1.88], [0.51, -0.54, 0.88], [-1.01, 1.00, -0.29], [0.23, 0.71, -0.33], [-0.09, -0.34, 0.58], [-0.15, 0.07, -0.12], [-0.07, -0.35, -0.11], [-0.01, -0.18, 0.10], [-0.24, 0.10, 0.10], [-0.24, 0.02, 0.58], [0.03, -0.06, -0.30], [0.20, -0.35, 0.01], [0.38, -0.35, 0.66], [-0.03, -0.07, -0.40], [-0.34, -0.76, 0.20], [0.16, 0.44, 1.23], [-0.08, -0.55, -0.04], [-0.27, 1.20, -0.43], [-0.27, -0.73, 0.40], [0.16, 0.43, -0.21], [0.32, -0.11, -0.63], [0.08, -0.04, -0.43], [0.03, -0.44, -0.24], [0.02, -0.11, 0.03], [-0.67, -0.08, 0.15], [0.50, 0.37, -0.22], [-0.08, -0.27, -0.08], [0.12, 0.58, -0.08], [0.40, -0.51, -0.06], [-0.29, -0.32, 0.07], [-0.10, 0.25, 0.29], [-0.07, -0.16, 0.37], [-0.13, 0.04, -1.55], [-0.16, 0.02, 1.52], [0.22, 0.09, -0.04], [-0.12, 0.15, 0.18], [-0.02, -0.22, -0.36], [0.11, -0.06, 0.08]]
}